The following is a quantum chemistry calculation of a structure of composition CHLiMgO2 at a distorted geometry, from the OMol25 dataset.

Values from the calculation:
- energy above the lowest of the compared OMol25 structures with the same formula, charge and spin (kJ/mol) = 0.0
- DFT total energy (a.u.) = -396.18252
- HOMO level (eV) = -19.9288
- maximum force (eV/Å) = 4.6

```
! RIJCOSX wB97M-V def2-TZVPD def2/J DEFGRID3
* xyz 2 1
O -3.23458 0.17838 -0.12736
C -2.12238 0.68345 -0.19518
H -1.90025 1.71701 0.18028
O -1.04449 -0.04512 0.02334
Li -2.45085 -1.63363 0.23499
Mg 0.83520 0.03449 -0.12459
*
```